Record 1
# C29H38BrF6N2O4P

C29H38BrF6N2O4P in the gas phase at a distorted geometry (wB97M-V/def2-TZVPD, the Open Molecules 2025 dataset).

SMILES: CC(C)=CCC[C@H](C)CC[C@H](O[C@@H](Br)[C@](NC[C@H](C)F)(c1cccnc1)C(F)(F)c1cccc(C(F)(F)F)c1)P(=O)(O)O
2S+1: 1
LUMO: 0.14 eV
HOMO-LUMO gap: 8.454 eV
HOMO: -8.312 eV

The geometry in XYZ format:
```
81
C29H38BrF6N2O4P, DFT wB97M-V/def2-TZVPD
C -7.428 2.762 3.878
C -6.259 2.164 3.113
C -5.132 1.665 3.975
C -6.302 2.083 1.779
C -5.099 2.051 0.855
C -4.500 0.643 0.745
C -3.159 0.565 -0.009
C -2.783 -0.950 -0.068
C -2.050 1.354 0.708
C -1.037 2.020 -0.227
C -0.363 1.091 -1.233
O 0.927 0.627 -0.803
C 1.019 -0.741 -0.606
Br 0.816 -1.770 -2.280
C 2.298 -1.083 0.204
N 2.637 -2.486 -0.035
C 1.764 -3.454 0.633
C 1.737 -4.820 -0.078
C 2.943 -5.099 -0.963
F 0.558 -4.992 -0.777
C 2.097 -0.802 1.702
C 2.960 -1.349 2.647
C 2.746 -1.075 3.986
C 1.693 -0.236 4.327
N 0.869 0.332 3.456
C 1.083 0.025 2.176
C 3.514 -0.231 -0.258
F 3.331 1.032 0.178
F 4.640 -0.680 0.393
C 3.821 -0.246 -1.742
C 4.122 -1.412 -2.444
C 4.431 -1.345 -3.798
C 4.455 -0.131 -4.478
C 4.153 1.036 -3.780
C 4.208 2.366 -4.471
F 5.495 2.755 -4.594
F 3.716 2.321 -5.705
F 3.595 3.335 -3.782
C 3.836 0.974 -2.421
P -0.109 2.066 -2.766
O -1.361 2.655 -3.236
O 0.501 1.124 -3.917
O 1.011 3.171 -2.439
H -8.126 1.989 4.208
H -7.933 3.490 3.257
H -7.022 3.224 4.773
H -4.188 1.561 3.451
H -4.981 2.370 4.795
H -5.439 0.736 4.452
H -7.286 2.012 1.325
H -4.402 2.792 1.242
H -5.423 2.397 -0.124
H -5.201 0.062 0.142
H -4.418 0.147 1.709
H -3.346 0.902 -1.030
H -1.960 -1.186 0.609
H -2.467 -1.235 -1.071
H -3.623 -1.561 0.248
H -2.524 2.164 1.262
H -1.604 0.706 1.462
H -1.581 2.782 -0.784
H -0.305 2.569 0.366
H -1.041 0.288 -1.515
H 0.162 -1.065 -0.018
H 3.576 -2.660 0.301
H 0.728 -3.123 0.679
H 2.064 -3.656 1.663
H 1.744 -5.574 0.711
H 3.862 -4.698 -0.549
H 2.735 -4.726 -1.963
H 3.069 -6.178 -1.025
H 3.783 -1.981 2.350
H 3.367 -1.490 4.764
H 1.537 -0.008 5.375
H 0.424 0.486 1.457
H 4.126 -2.353 -1.920
H 4.660 -2.236 -4.363
H 4.718 -0.057 -5.523
H 3.618 1.896 -1.904
H 1.449 0.963 -3.808
H 1.851 2.935 -2.850
```

Record 2
# C29H38Cl2HgN5O2Se2Si3

A molecular structure, C29H38Cl2HgN5O2Se2Si3 (wB97M-V/def2-TZVPD, the Open Molecules 2025 dataset).

ΔE to the lowest compared entry with this formula, charge and spin: 2.2 kcal/mol
2S+1: 2
LUMO (alpha / beta): 4.11 / 4.11 eV
HOMO-LUMO gap (alpha / beta): 4.324 / 7.102 eV
Net charge: -2
HOMO (alpha / beta): -0.212 / -2.990 eV

The geometry in XYZ format:
```
82
C29H38Cl2HgN5O2Se2Si3, DFT wB97M-V/def2-TZVPD
Hg -0.481 -0.509 0.082
Se 4.552 -4.965 5.160
N 2.752 -4.909 4.885
C 2.588 -4.035 3.889
C 1.286 -3.696 3.358
C 0.120 -4.270 3.886
C -1.095 -3.930 3.361
C -1.145 -3.016 2.299
N -0.068 -2.464 1.779
C 1.143 -2.778 2.296
C 2.327 -2.159 1.742
N 2.171 -1.287 0.731
C 3.229 -0.701 0.226
C 4.532 -0.936 0.682
C 4.714 -1.829 1.703
C 3.600 -2.476 2.267
C 3.748 -3.423 3.340
N 4.942 -3.760 3.852
H 0.219 -4.972 4.704
H -2.016 -4.345 3.748
H -2.088 -2.715 1.862
H 3.040 -0.016 -0.583
H 5.367 -0.420 0.224
H 5.694 -2.061 2.099
C 0.982 3.856 -2.629
Si 0.410 2.609 -1.319
C 1.656 2.847 0.066
C -1.226 3.291 -0.703
C 0.089 0.885 -1.963
C -1.351 0.904 -2.381
C -1.856 1.571 -3.511
C -3.207 1.517 -3.793
C -4.059 0.813 -2.950
C -3.503 0.190 -1.848
N -2.200 0.244 -1.586
Si 1.064 0.138 -3.374
C 0.053 -1.175 -4.255
C 2.712 -0.680 -2.985
C 1.533 1.328 -4.784
H 1.007 4.859 -2.191
H 0.310 3.880 -3.491
H 1.986 3.631 -2.993
H 1.551 3.872 0.432
H 2.690 2.723 -0.262
H 1.470 2.170 0.901
H -1.082 4.254 -0.208
H -1.678 2.598 0.010
H -1.934 3.434 -1.524
H -1.183 2.123 -4.152
H -3.597 2.024 -4.669
H -5.120 0.740 -3.146
H -4.091 -0.388 -1.146
H -0.096 -2.053 -3.630
H 0.567 -1.491 -5.169
H -0.936 -0.808 -4.534
H 2.628 -1.444 -2.212
H 3.482 0.032 -2.680
H 3.055 -1.161 -3.906
H 0.658 1.759 -5.276
H 2.081 0.752 -5.537
H 2.173 2.149 -4.466
Cl -0.377 -3.523 -1.465
C -2.063 -4.051 -1.694
Cl -2.669 -3.530 -3.301
C -3.046 -3.559 -0.585
O -4.047 -4.281 -0.499
O -2.700 -2.568 0.080
H -2.053 -5.134 -1.710
C -3.381 3.273 2.592
Si -1.824 2.426 3.240
C -2.126 2.176 5.082
C -0.410 3.656 3.105
Se -1.435 0.386 2.430
H -3.714 4.042 3.297
H -4.181 2.539 2.477
H -3.215 3.742 1.622
H -2.309 3.136 5.577
H -1.264 1.697 5.551
H -2.993 1.530 5.239
H -0.599 4.526 3.743
H -0.289 4.002 2.081
H 0.528 3.191 3.415
```

Record 3
# C29H38F3MnO6Si

A molecular structure, C29H38F3MnO6Si at a distorted geometry (wB97M-V/def2-TZVPD, the Open Molecules 2025 dataset).

2S+1: 5
LUMO (alpha / beta): -0.79 / -0.95 eV
HOMO-LUMO gap (alpha / beta): 7.853 / 7.811 eV
HOMO (alpha / beta): -8.640 / -8.759 eV

The geometry in XYZ format:
```
78
C29H38F3MnO6Si, DFT wB97M-V/def2-TZVPD
Mn 0.318 -1.574 0.453
C 4.246 -3.107 0.096
C 3.016 -2.566 0.761
O 2.067 -2.214 0.032
C 2.949 -2.492 2.198
C 4.105 -2.597 2.995
C 4.030 -2.603 4.362
C 2.771 -2.547 4.978
C 1.623 -2.447 4.236
C 1.672 -2.371 2.827
O 0.552 -2.228 2.173
H 4.068 -3.205 -0.971
H 4.508 -4.075 0.521
H 5.084 -2.426 0.257
H 5.076 -2.648 2.518
H 4.929 -2.650 4.961
H 2.705 -2.586 6.058
H 0.648 -2.393 4.701
F -8.646 -3.153 2.758
C -8.011 -1.978 2.958
F -8.018 -1.745 4.284
F -8.779 -1.027 2.381
C -6.627 -1.985 2.386
C -6.460 -2.212 1.027
C -5.193 -2.201 0.474
C -4.075 -1.962 1.276
C -4.259 -1.741 2.647
C -5.525 -1.749 3.199
C -2.740 -1.922 0.774
C -1.579 -1.860 0.422
H -7.325 -2.398 0.403
H -5.061 -2.376 -0.585
H -3.388 -1.561 3.263
H -5.661 -1.578 4.257
C 1.585 -0.420 -4.822
C 0.542 0.274 -3.953
C -0.123 1.414 -4.722
C -0.513 -0.729 -3.489
O 1.266 0.838 -2.848
Si 0.751 1.264 -1.361
O 0.488 -0.038 -0.439
O 1.879 2.198 -0.649
C 3.302 2.164 -0.640
C 3.807 0.741 -0.403
C 3.823 2.699 -1.975
C 3.746 3.066 0.508
O -0.615 2.135 -1.519
C -1.305 2.969 -0.577
C -2.751 3.037 -1.054
C -1.246 2.372 0.828
C -0.666 4.357 -0.609
H 1.133 -0.794 -5.742
H 2.029 -1.257 -4.280
H 2.376 0.285 -5.080
H -0.733 1.022 -5.537
H 0.635 2.081 -5.136
H -0.754 1.983 -4.039
H -0.929 -1.262 -4.345
H -1.321 -0.215 -2.963
H -0.076 -1.452 -2.802
H 3.433 0.075 -1.184
H 3.457 0.380 0.567
H 4.898 0.730 -0.413
H 3.408 2.100 -2.786
H 4.912 2.658 -2.011
H 3.499 3.732 -2.107
H 3.348 2.696 1.455
H 3.378 4.081 0.355
H 4.835 3.091 0.568
H -3.208 2.047 -1.004
H -2.787 3.386 -2.086
H -3.325 3.723 -0.429
H -1.570 1.331 0.798
H -1.892 2.929 1.508
H -0.221 2.405 1.205
H -0.753 4.779 -1.612
H 0.391 4.272 -0.359
H -1.154 5.026 0.102
```

Copy entry 1 word for word.
# C29H38BrF6N2O4P

C29H38BrF6N2O4P in the gas phase at a distorted geometry (wB97M-V/def2-TZVPD, the Open Molecules 2025 dataset).

SMILES: CC(C)=CCC[C@H](C)CC[C@H](O[C@@H](Br)[C@](NC[C@H](C)F)(c1cccnc1)C(F)(F)c1cccc(C(F)(F)F)c1)P(=O)(O)O
2S+1: 1
LUMO: 0.14 eV
HOMO-LUMO gap: 8.454 eV
HOMO: -8.312 eV

The geometry in XYZ format:
```
81
C29H38BrF6N2O4P, DFT wB97M-V/def2-TZVPD
C -7.428 2.762 3.878
C -6.259 2.164 3.113
C -5.132 1.665 3.975
C -6.302 2.083 1.779
C -5.099 2.051 0.855
C -4.500 0.643 0.745
C -3.159 0.565 -0.009
C -2.783 -0.950 -0.068
C -2.050 1.354 0.708
C -1.037 2.020 -0.227
C -0.363 1.091 -1.233
O 0.927 0.627 -0.803
C 1.019 -0.741 -0.606
Br 0.816 -1.770 -2.280
C 2.298 -1.083 0.204
N 2.637 -2.486 -0.035
C 1.764 -3.454 0.633
C 1.737 -4.820 -0.078
C 2.943 -5.099 -0.963
F 0.558 -4.992 -0.777
C 2.097 -0.802 1.702
C 2.960 -1.349 2.647
C 2.746 -1.075 3.986
C 1.693 -0.236 4.327
N 0.869 0.332 3.456
C 1.083 0.025 2.176
C 3.514 -0.231 -0.258
F 3.331 1.032 0.178
F 4.640 -0.680 0.393
C 3.821 -0.246 -1.742
C 4.122 -1.412 -2.444
C 4.431 -1.345 -3.798
C 4.455 -0.131 -4.478
C 4.153 1.036 -3.780
C 4.208 2.366 -4.471
F 5.495 2.755 -4.594
F 3.716 2.321 -5.705
F 3.595 3.335 -3.782
C 3.836 0.974 -2.421
P -0.109 2.066 -2.766
O -1.361 2.655 -3.236
O 0.501 1.124 -3.917
O 1.011 3.171 -2.439
H -8.126 1.989 4.208
H -7.933 3.490 3.257
H -7.022 3.224 4.773
H -4.188 1.561 3.451
H -4.981 2.370 4.795
H -5.439 0.736 4.452
H -7.286 2.012 1.325
H -4.402 2.792 1.242
H -5.423 2.397 -0.124
H -5.201 0.062 0.142
H -4.418 0.147 1.709
H -3.346 0.902 -1.030
H -1.960 -1.186 0.609
H -2.467 -1.235 -1.071
H -3.623 -1.561 0.248
H -2.524 2.164 1.262
H -1.604 0.706 1.462
H -1.581 2.782 -0.784
H -0.305 2.569 0.366
H -1.041 0.288 -1.515
H 0.162 -1.065 -0.018
H 3.576 -2.660 0.301
H 0.728 -3.123 0.679
H 2.064 -3.656 1.663
H 1.744 -5.574 0.711
H 3.862 -4.698 -0.549
H 2.735 -4.726 -1.963
H 3.069 -6.178 -1.025
H 3.783 -1.981 2.350
H 3.367 -1.490 4.764
H 1.537 -0.008 5.375
H 0.424 0.486 1.457
H 4.126 -2.353 -1.920
H 4.660 -2.236 -4.363
H 4.718 -0.057 -5.523
H 3.618 1.896 -1.904
H 1.449 0.963 -3.808
H 1.851 2.935 -2.850
```

Q: The highest 2S+1 belongs to which entry?
A: C29H38F3MnO6Si

Q: What is the formula in the third record?
A: C29H38F3MnO6Si

Q: Look up the 2S+1 of the first one.
A: 1